Entry i
20
Properties=species:S:1:pos:R:3 method="wB97M-V/def2-TZVPD" homo_lumo_gap_ev=8.2 e_homo_ev=-12.5 charge=+1
C -1.69 0.97 0.47
C -1.85 -0.35 -0.21
C -0.42 1.28 -0.30
C 0.98 1.43 0.44
C -0.43 -0.27 -0.50
C 1.63 0.03 0.50
C 1.00 -2.27 0.26
N 0.68 -0.88 -0.14
N 2.13 1.20 -0.40
H -2.44 1.61 0.15
H -1.53 0.89 1.49
H -2.36 -1.12 0.35
H -2.44 -0.28 -1.13
H -0.47 1.93 -1.12
H 1.11 2.31 1.20
H 0.80 -2.84 -0.62
H 1.95 -2.35 0.63
H 0.50 -2.62 1.21
H 2.06 1.44 -1.43
H 3.02 1.62 -0.16

=====

Entry ii
20
Properties=species:S:1:pos:R:3 method="wB97M-V/def2-TZVPD" homo_lumo_gap_ev="6.4 / 7.8" e_homo_ev="-12.1 / -12.7" charge=+1
C 1.64 -1.00 0.53
C 1.97 0.28 -0.28
C 0.36 -1.27 -0.33
C -0.97 -1.31 0.39
C 0.58 0.14 -0.74
C -1.51 0.08 0.51
C -0.58 2.37 0.14
N -0.69 0.98 -0.13
N -2.14 -0.93 -0.42
H 2.39 -1.79 0.47
H 1.38 -0.78 1.57
H 2.20 1.20 0.25
H 2.72 0.10 -1.05
H 0.51 -2.05 -1.08
H -1.14 -2.09 1.12
H 0.07 2.85 -0.59
H -1.57 2.83 0.10
H -0.18 2.54 1.15
H -2.01 -0.84 -1.43
H -3.04 -1.32 -0.17

=====

Entry iii
20
Properties=species:S:1:pos:R:3 method="wB97M-V/def2-TZVPD" homo_lumo_gap_ev=8.4 e_homo_ev=-13.6 smiles="C1=C[C@@H](CN2CC2)[NH+]=C1" charge=+1
C 1.20 -1.24 1.48
C 1.12 -0.61 2.72
C 0.98 -0.16 0.48
C 0.46 0.69 2.52
C -1.85 0.40 -2.03
C -0.56 0.49 -2.60
C -0.20 -0.53 -0.45
N 0.48 0.95 1.26
N -0.72 0.61 -1.13
H 1.63 -2.19 1.16
H 1.30 -1.00 3.75
H 1.94 0.19 -0.01
H -2.50 1.25 -2.12
H -2.32 -0.55 -2.07
H -0.07 -0.46 -2.70
H -0.31 1.38 -3.20
H -1.04 -0.89 0.10
H 0.34 1.44 3.20
H 0.23 -1.27 -1.12
H -0.12 1.50 0.76

=====

Which of them is the most stable? Correct choice: entry iii.